No. 1
ORCA calculation (ωB97M-V/def2-TZVPD) on one molecule with the formula C15H15ClN4O2S2.

Structure (XYZ):
```
39
Properties=species:S:1:pos:R:3:forces:R:3:mulliken_charge:R:1
C 2.62976 3.92836 4.74149 -2.56 0.23 0.11 -1.11
N 1.95962 3.73275 3.49514 -2.42 0.29 -0.85 0.10
C 0.58230 3.22401 3.50910 0.60 -0.80 -2.07 -0.77
N 0.07832 3.49228 2.11331 3.08 1.23 -0.11 0.03
C -1.10931 3.10245 1.67956 -0.94 -0.55 -0.55 0.63
O -1.86095 2.70737 2.52534 -2.22 -0.83 0.79 -0.66
C -1.47831 3.12441 0.14666 -0.56 -0.17 1.42 -0.64
S -2.46043 1.62457 -0.33098 1.63 0.05 -0.16 -0.14
C -1.08804 0.59192 -0.97183 -2.67 -0.98 1.22 0.56
N 0.00016 1.16873 -1.30713 3.25 0.17 -1.68 -0.41
C 0.99536 0.39455 -1.86656 -1.09 -2.01 1.79 -0.36
N 0.90660 -0.96872 -1.92680 3.55 3.66 -1.14 -0.49
C -0.15351 -1.54746 -1.49055 -2.26 -1.71 -0.24 -0.05
C -0.37629 -2.99235 -1.61089 -2.47 -0.76 1.64 -0.28
C 0.76308 -3.95852 -1.94865 -0.30 1.30 1.36 0.00
C 1.21604 -5.19261 -1.22123 -1.31 1.16 0.81 -0.58
C 2.01431 -3.94726 -1.03765 0.62 0.50 -2.03 -0.47
C -1.72605 -3.25871 -1.19565 3.20 -0.12 -0.58 0.43
Cl -2.20041 -4.97795 -0.97984 -0.26 2.01 -0.20 -0.20
S -2.66206 -1.76864 -0.74197 0.81 -1.64 -0.06 -0.23
C -1.24245 -0.81968 -1.02163 -0.52 0.88 -0.17 0.25
C 1.22325 3.75318 1.25909 -0.29 0.48 0.64 -0.38
C 2.33201 4.05335 2.23391 0.91 -0.32 0.44 0.35
O 3.43199 4.42543 1.92197 0.84 0.57 -0.40 -0.65
H 3.59945 4.13906 4.57208 3.38 0.73 -0.72 0.45
H 2.19745 4.77722 5.28379 -0.08 -0.26 0.13 0.33
H 2.58245 3.02407 5.30596 -0.17 -0.58 0.67 0.34
H 0.74078 2.13688 3.56331 -1.05 0.06 0.75 0.37
H -0.07165 3.68990 4.21763 -0.21 -0.09 0.61 0.41
H -2.16798 3.94248 -0.07633 0.19 0.06 0.32 0.43
H -0.57435 3.27103 -0.40358 0.21 -0.30 -0.87 0.31
H 1.98125 0.84713 -2.07111 -0.90 -0.15 -0.23 0.42
H 1.01443 -4.00532 -2.97052 0.11 0.31 -1.14 0.40
H 0.54768 -5.48592 -0.42757 0.29 -0.27 0.30 0.30
H 1.52088 -5.94868 -1.87692 0.63 -1.10 -0.54 0.25
H 2.97224 -3.73362 -1.59456 -1.10 -0.68 0.83 0.21
H 1.92813 -3.39317 -0.12914 -0.14 0.08 0.49 0.27
H 1.11267 4.59590 0.58667 -0.15 0.20 -0.05 0.36
H 1.47945 2.88948 0.68398 0.39 -0.67 -0.53 0.23
```
Positions in Å, forces in eV/Å.

## Properties
net charge	0
Kohn-Sham gap	8.92	eV
spin multiplicity	1
SMILES string	CN1CN(C(=O)CSc2ncnc3c(C4CC4)c(Cl)sc23)CC1=O
electronic energy	-60044.924	eV
relative energy (zero: lowest compared OMol25 entry of this formula, charge and spin)	0.000	eV
highest occupied orbital energy	-8.94	eV



No. 2
ORCA calculation (ωB97M-V/def2-TZVPD) on a 2-piece molecular cluster, C15H15ClN6O2P overall.

Structure (XYZ):
```
40
Properties=species:S:1:pos:R:3:forces:R:3:mulliken_charge:R:1
O -1.71903 3.24574 4.41041 0.16 -0.06 -0.04 -0.45
P -0.38969 2.85893 3.60013 -0.08 -0.15 0.24 0.31
Cl -0.02406 4.53953 2.48209 0.01 0.14 -0.18 -0.17
C -1.17225 1.90303 2.16808 0.11 -0.02 -0.15 0.61
N -2.46847 1.72129 2.26882 -0.07 0.02 -0.12 -0.69
N -3.06628 1.08715 1.27450 0.08 -0.02 -0.07 0.15
C -2.46905 0.62983 0.18600 0.15 0.02 0.00 -0.43
C -1.09012 0.78105 0.03390 -0.16 0.03 0.03 -0.03
C -0.44986 0.20005 -1.17762 0.11 -0.02 0.13 0.26
C -0.93277 0.49923 -2.43629 -0.10 0.04 -0.26 -0.46
C -0.31779 -0.09795 -3.52924 -0.10 0.07 -0.02 -0.66
C 0.72896 -0.96889 -3.30508 -0.07 0.01 -0.28 -0.43
C 1.13108 -1.20576 -2.00099 0.18 -0.12 0.17 -0.52
N 0.56838 -0.62827 -0.94643 -0.06 0.00 0.06 -0.23
C -0.40590 1.42408 1.06036 -0.13 -0.06 0.10 0.46
C 1.04705 1.65433 1.00681 -0.01 -0.06 0.02 0.20
C 1.90107 1.20599 2.00935 -0.15 0.01 0.05 -0.14
C 3.24945 1.46874 1.88437 0.17 0.00 0.07 -0.69
C 3.69204 2.17526 0.77427 0.07 -0.03 0.04 -0.28
N 2.88340 2.60741 -0.19108 0.07 0.04 -0.03 -0.63
C 1.59487 2.34121 -0.07504 -0.13 0.02 -0.04 -0.16
H -2.46312 3.57408 3.88745 -0.11 -0.01 0.03 0.35
H -4.06508 0.95983 1.40108 0.03 0.03 0.04 0.30
H -3.08223 0.12015 -0.54902 -0.02 0.03 0.11 0.64
H -1.75481 1.19146 -2.57778 0.02 -0.02 0.04 0.53
H -0.66132 0.11607 -4.53314 0.02 -0.02 0.03 0.46
H 1.22060 -1.46200 -4.13313 0.03 -0.01 0.08 0.45
H 1.94462 -1.89486 -1.79913 -0.06 0.05 0.05 0.45
H 1.52025 0.64860 2.85784 0.03 0.01 -0.04 0.54
H 3.95801 1.13342 2.63104 -0.06 0.01 -0.03 0.42
H 4.74826 2.39788 0.66054 -0.08 0.01 -0.05 0.41
H 0.94565 2.70593 -0.86815 0.07 0.00 0.02 0.45
C -0.93637 -4.46704 -1.13962 0.01 0.06 0.01 0.67
O -1.78902 -4.07553 -1.91758 -0.02 0.05 -0.04 -0.64
N -0.32160 -5.67787 -1.25973 0.00 0.05 -0.04 -0.40
N -0.53028 -3.69089 -0.08439 0.02 -0.10 0.06 -0.33
H 0.37493 -6.01275 -0.62196 -0.02 0.00 0.03 0.17
H -0.60752 -6.26290 -2.02287 -0.01 -0.01 0.01 0.23
H -0.96980 -2.79544 -0.00454 0.08 0.04 0.02 0.13
H 0.17778 -3.95014 0.57580 0.01 -0.05 -0.02 0.16
```
Positions in Å, forces in eV/Å.

## Properties
net charge	+1
Kohn-Sham gap	7.34	eV
spin multiplicity	1
electronic energy	-50640.370	eV
highest occupied orbital energy	-12.25	eV



No. 3
ORCA calculation (ωB97M-V/def2-TZVPD) on one molecule with the formula C15H15F6N3O2.

Structure (XYZ):
```
41
Properties=species:S:1:pos:R:3:forces:R:3:mulliken_charge:R:1
C 2.31914 -0.94117 3.77259 -1.14 -0.79 -0.86 -1.53
C 2.22776 -0.29876 2.34969 -0.33 0.16 1.71 0.47
C 3.58865 0.22750 1.91017 -0.47 0.13 -0.21 -1.51
C 1.11981 0.81599 2.33286 1.05 -0.41 0.25 -0.23
N 1.54248 1.99527 3.12843 -0.27 1.80 -2.78 -0.61
C 1.48527 3.01968 2.30588 0.23 -2.04 3.13 -0.52
C 0.96336 2.73662 0.96515 -0.90 -1.57 -0.86 0.07
N 1.90934 3.24780 -0.02199 0.33 2.67 -2.01 0.12
O 1.63500 4.36180 -0.48974 0.31 -2.85 1.50 -0.41
N 0.91860 1.27564 0.97402 0.62 1.21 0.21 0.74
C 0.13722 0.53865 0.08115 -0.52 0.30 -0.34 -0.28
C -0.99030 -0.17284 0.49323 0.55 -0.17 -1.00 -0.42
C -1.73217 -0.87665 -0.44778 -0.77 -0.02 -0.87 -0.47
C -1.45166 -0.83460 -1.85724 0.54 0.95 1.45 -0.03
C -2.38842 -1.52753 -2.87372 0.70 0.13 -0.43 0.97
O -1.55496 -1.83958 -4.01003 -1.00 0.04 1.03 -0.71
C -3.54588 -0.55463 -3.33347 -0.17 0.85 -0.68 0.73
F -4.54206 -1.13588 -4.07306 0.91 -0.04 0.96 -0.27
F -3.00980 0.37142 -4.16025 -0.06 -0.28 0.52 -0.27
F -4.12143 0.11086 -2.31005 0.32 -0.73 -0.51 -0.24
C -2.99754 -2.84102 -2.27952 0.08 -0.70 0.23 0.53
F -4.03199 -2.62362 -1.39582 1.51 -0.15 -0.74 -0.25
F -1.99138 -3.56103 -1.68362 -1.54 0.74 -0.42 -0.25
F -3.52456 -3.61926 -3.25115 0.46 0.42 0.36 -0.28
C -0.30023 -0.05750 -2.23916 -1.53 -0.91 -0.41 -0.83
C 0.45811 0.58160 -1.27421 -1.09 -0.97 0.30 -0.47
H 3.09230 -1.72928 3.73665 -0.33 0.35 0.29 0.41
H 1.33302 -1.41274 4.08685 1.13 0.43 -0.48 0.33
H 2.54427 -0.19874 4.52340 0.31 0.23 0.15 0.35
H 1.97207 -1.07441 1.63876 -0.57 -0.14 -0.19 0.36
H 3.41476 0.85278 1.02643 0.40 -0.04 0.05 0.34
H 4.03298 0.83212 2.70384 0.18 -0.09 -0.15 0.30
H 4.23069 -0.62281 1.63361 -0.05 0.43 0.19 0.44
H 0.16810 0.46908 2.73923 0.18 -0.27 0.42 0.47
H 1.74914 4.02306 2.60455 0.07 0.08 0.18 0.44
H -0.02590 3.14476 0.79126 -0.31 0.59 -0.13 0.34
H -1.26731 -0.18029 1.52755 -0.24 -0.14 0.27 0.44
H -2.62732 -1.38427 -0.03639 0.68 0.20 -0.64 0.32
H -2.08265 -2.22434 -4.72378 -0.11 0.01 0.14 0.42
H -0.00387 0.06391 -3.29755 -0.35 -0.33 0.74 0.41
H 1.34732 1.04241 -1.56674 1.23 0.91 -0.39 0.58
```
Positions in Å, forces in eV/Å.

## Properties
net charge	0
Kohn-Sham gap	7.94	eV
spin multiplicity	1
SMILES string	CC(C)[C@H]1N=C[C@@H](N=O)N1c1ccc(C(O)(C(F)(F)F)C(F)(F)F)cc1
electronic energy	-40666.099	eV
relative energy (zero: lowest compared OMol25 entry of this formula, charge and spin)	0.000	eV
highest occupied orbital energy	-8.81	eV



No. 4
ORCA calculation (ωB97M-V/def2-TZVPD) on C15H15FI2N2O2SZr as an isolated structure.

Structure (XYZ):
```
39
Properties=species:S:1:pos:R:3:forces:R:3:mulliken_charge:R:1
C 0.31259 -2.37207 1.93797 0.10 -0.37 -0.26 -1.21
C 0.34888 -2.48556 0.42752 0.04 -0.38 -0.69 0.33
I 0.62703 -4.39533 -0.34797 0.04 0.09 0.30 0.34
C 0.20598 -1.38750 -0.31462 0.03 0.40 0.56 -1.71
I 0.34940 -1.65901 -2.52819 -0.12 -0.15 -0.51 0.44
C 0.00205 -0.00726 0.20013 0.01 0.17 -0.47 0.81
C 1.12320 0.81270 0.42961 -0.19 -0.20 -0.29 1.71
C 2.48306 0.30290 0.12938 -0.03 0.60 0.57 -0.27
C 3.67373 1.26254 0.23065 0.92 -0.46 0.05 -0.94
O 3.86613 2.02205 -0.94787 -1.16 0.03 -0.27 -0.34
C 4.20506 1.29769 -2.05687 0.60 -0.23 -0.21 0.10
O 4.95779 0.37607 -2.06450 -0.50 -0.11 0.26 -0.40
C 0.97167 2.18324 0.99526 -0.14 0.06 -0.01 -0.77
C -0.26586 2.61466 1.29697 0.21 0.23 0.04 -0.29
N -0.60591 3.85597 1.81805 0.22 -0.07 0.01 -0.35
S -2.12719 3.89252 2.03399 -0.28 0.08 0.10 0.52
N -2.53355 2.32629 1.47668 -0.38 0.23 0.07 -0.49
C -1.43043 1.78941 1.11545 0.29 -0.25 -0.12 0.95
C -1.30639 0.41833 0.54759 0.04 -0.12 -0.07 0.46
C -2.51833 -0.37737 0.44240 0.30 -0.04 0.49 -1.23
C -2.98655 -0.69620 -1.02633 -0.34 -0.28 0.18 -0.37
C -4.48148 -1.06345 -1.01571 0.27 -0.06 0.03 -0.47
F -4.55632 -2.42632 -0.87207 0.01 -0.10 0.06 -0.27
H -0.42680 -1.65074 2.27043 0.03 0.09 0.18 0.31
H 1.31011 -2.11135 2.29469 0.03 0.14 0.06 0.34
H 0.09397 -3.34717 2.36230 -0.17 0.01 0.13 0.54
H 2.66241 -0.46557 0.90350 -0.09 -0.20 -0.08 0.27
H 2.46221 -0.23817 -0.81611 0.16 -0.17 -0.03 0.35
H 4.55623 0.65784 0.43948 0.07 -0.03 -0.07 0.41
H 3.59934 1.95159 1.06467 -0.01 0.14 0.02 0.60
H 3.68212 1.64294 -2.95800 0.16 0.52 0.10 0.41
H 1.83330 2.81859 1.14959 0.09 0.03 -0.04 0.49
H -2.30001 -1.34724 0.91142 -0.08 -0.13 -0.11 0.27
H -3.31020 0.08670 1.02205 -0.13 0.12 -0.14 0.84
H -2.48974 -1.61420 -1.32952 0.19 0.12 -0.29 0.16
H -2.77845 0.11386 -1.72029 0.03 0.16 0.07 0.57
H -4.93064 -0.77710 -1.96578 -0.12 -0.01 -0.02 0.32
H -5.01321 -0.61433 -0.17997 -0.17 0.18 -0.10 0.34
Zr 0.73480 -1.38994 -5.35601 0.06 -0.03 0.47 1.24
```
Positions in Å, forces in eV/Å.

## Properties
net charge	+4
Kohn-Sham gap	3.92	eV
spin multiplicity	1
electronic energy	-53852.705	eV
highest occupied orbital energy	-20.73	eV



No. 5
ORCA calculation (ωB97M-V/def2-TZVPD) on C15H15GaNO5 as an isolated structure.

Structure (XYZ):
```
37
Properties=species:S:1:pos:R:3:forces:R:3:mulliken_charge:R:1
Ga -0.65972 0.00387 1.79270 0.28 0.13 0.45 0.49
C -3.01699 -0.23505 1.73472 0.40 -0.49 0.23 -0.46
C -2.75207 0.99796 2.32899 1.56 0.38 0.54 -0.46
C -1.83464 0.81866 3.44493 -0.91 -0.43 0.15 -0.52
C -1.65982 -0.60235 3.60699 -0.33 0.31 -0.78 -0.52
C -2.34854 -1.23567 2.50638 0.18 -0.42 -0.06 -0.41
H -3.53556 -0.37115 0.80229 -0.19 -0.13 0.03 0.47
H -3.08761 1.96317 2.02663 -0.22 0.39 -0.37 0.50
H -1.54855 1.58775 4.16218 0.08 -0.28 -0.38 0.51
H -1.16473 -1.12575 4.40612 0.24 0.08 0.02 0.51
H -2.34706 -2.30990 2.31262 -0.11 0.40 0.13 0.49
O 3.35965 0.21970 1.82312 -1.12 0.06 0.11 -0.56
C 2.25991 0.48448 1.40413 0.21 -0.16 0.56 0.30
O 1.11930 0.25364 2.12755 0.56 0.25 -0.40 -0.19
C 2.09803 0.99937 0.00784 0.22 -0.30 0.58 0.58
C 3.12686 0.71933 -0.87942 -0.09 0.27 -0.49 -0.93
C 2.94883 0.96113 -2.22869 -0.24 -0.27 -0.61 -0.45
C 1.70492 1.36270 -2.72002 0.04 0.62 0.40 -0.62
C 0.73739 1.72298 -1.78979 0.14 -0.47 -0.76 0.24
C 0.93985 1.57549 -0.43941 -0.40 0.65 0.01 -0.68
N -0.63150 2.00572 -2.26119 0.02 0.11 -1.16 0.98
O -1.51762 1.87761 -1.43192 -0.06 0.35 -0.39 -0.51
O -0.78819 2.24369 -3.46101 0.04 -0.23 1.68 -0.58
H 4.04928 0.30652 -0.51968 0.22 -0.11 0.22 0.51
H 3.74764 0.74746 -2.92739 -0.02 0.00 0.03 0.41
H 1.47528 1.47239 -3.77151 0.16 -0.08 0.00 0.54
H 0.17336 1.95476 0.22011 -0.09 -0.19 0.16 0.85
C 0.99420 -2.22097 -0.63933 1.07 0.47 0.32 -1.35
C -0.24705 -1.47791 -0.80210 -0.73 1.34 -0.01 1.20
C -1.07710 -1.72431 -1.98672 -0.54 -0.19 -0.29 -1.20
O -0.62729 -0.52990 -0.06627 -0.09 -1.32 0.00 -0.26
H 1.74529 -1.74105 -1.31025 -0.46 -0.01 0.26 0.26
H 0.93648 -3.23090 -0.99744 -0.24 -0.54 -0.05 0.52
H 1.39806 -2.16102 0.36505 0.06 -0.07 0.18 0.32
H -1.25401 -0.80170 -2.53269 0.12 0.22 -0.06 0.27
H -2.08323 -2.04329 -1.68347 0.21 -0.08 0.09 0.34
H -0.63302 -2.46744 -2.62407 0.03 -0.26 -0.35 0.44
```
Positions in Å, forces in eV/Å.

## Properties
net charge	+1
Kohn-Sham gap	9.00	eV
spin multiplicity	1
electronic energy	-79892.480	eV
highest occupied orbital energy	-13.20	eV



No. 6
ORCA calculation (ωB97M-V/def2-TZVPD) on C15H15HoN2O6 as an isolated structure.

Structure (XYZ):
```
39
Properties=species:S:1:pos:R:3:forces:R:3:mulliken_charge:R:1
O -0.00738 -0.13924 -9.68074 1.27 0.03 5.05 -0.15
C 0.27610 -0.13343 -8.54859 -1.30 -0.03 -5.06 0.14
Ho -0.56910 -0.15834 -3.58855 2.39 0.75 2.30 0.17
O 1.87081 -0.15616 -5.77080 -3.81 -0.01 2.91 -0.09
C 0.95098 -0.15888 -5.07148 7.54 -0.02 -7.22 0.46
C -2.68804 -0.16231 -3.33277 -9.90 -0.07 1.82 0.49
O -3.80075 -0.18768 -2.98873 5.09 0.12 -1.76 -0.14
C -0.83977 -2.18315 -4.18910 -1.13 -9.02 -2.73 0.43
O -0.93707 -3.32364 -4.34753 0.34 4.45 0.47 -0.12
C -0.88613 1.85178 -4.20336 -1.50 9.88 -3.05 0.44
O -0.99632 2.98470 -4.41630 0.44 -4.90 0.89 -0.10
H -1.58804 -0.19040 -5.64629 0.58 -0.05 1.36 0.00
C 2.53675 2.31879 3.73984 -0.52 -0.49 -0.15 -1.14
C 1.13163 1.79812 4.00745 -0.04 -0.43 -1.19 -0.62
N 0.75976 0.64162 3.07103 -0.01 0.65 -0.69 0.23
C 0.74811 -0.66979 3.73285 -0.48 0.00 -0.40 -0.96
C -0.51266 -0.85491 4.59408 0.63 0.21 -0.40 -1.10
C 0.56128 0.94432 1.73926 0.92 2.38 0.70 0.31
O 0.77128 2.11193 1.32266 -0.70 -2.32 0.19 -0.68
C 0.02815 -0.05438 0.68644 0.84 1.56 1.26 -0.32
C -0.65546 -1.17457 1.04360 -1.50 -2.46 1.27 0.44
C -1.20585 -2.02989 0.09375 0.07 0.52 -0.95 -1.29
C -1.08025 -1.64811 -1.24569 -1.74 -3.40 2.37 0.05
N -0.44795 -0.55745 -1.56858 0.57 0.75 2.07 -0.07
C 0.08348 0.26192 -0.65994 1.12 1.44 0.16 0.32
H 3.24315 1.50486 3.86695 0.25 -0.04 0.04 0.31
H 2.74756 3.08581 4.46075 0.25 0.40 0.33 0.39
H 2.62441 2.72247 2.74302 0.05 0.14 -0.18 0.32
H 1.10073 1.42347 5.02290 -0.25 -0.33 0.05 0.37
H 0.36858 2.57111 3.91003 0.09 -0.03 -0.14 0.39
H 0.87301 -1.45246 2.97603 -0.06 0.08 0.25 0.64
H 1.63411 -0.75243 4.35441 0.16 0.16 0.10 0.34
H -1.42131 -0.74219 4.00960 -0.16 0.03 -0.09 0.32
H -0.49077 -1.83783 5.02933 -0.10 -0.43 0.31 0.38
H -0.53898 -0.11708 5.39548 -0.03 -0.05 -0.03 0.42
H -0.86942 -1.49615 2.09343 0.49 0.80 -1.01 0.19
H -1.75075 -2.92403 0.37368 0.07 0.11 -0.05 0.49
H -1.59426 -2.34268 -1.96046 0.71 1.02 0.25 0.25
H 0.57038 1.22628 -1.04765 -0.64 -1.40 0.93 0.45
```
Positions in Å, forces in eV/Å.

## Properties
net charge	+2
Kohn-Sham gap (alpha / beta)	3.92 / 4.03	eV
spin multiplicity	5
electronic energy	-56837.545	eV
highest occupied orbital energy (alpha / beta)	-14.50 / -14.50	eV